Record 1
Computed, not measured: the molecule C3H9NO2 at a distorted geometry, with wB97M-V/def2-TZVPD.

Geometry as XYZ:
```
15
Properties=species:S:1:pos:R:3:forces:R:3:lowdin_charge:R:1
C 0.997 1.433 0.234 0.9 -0.5 2.1 -0.108
N 0.531 0.212 -0.318 -2.4 -2.6 0.5 -0.204
C 1.448 -0.922 -0.194 1.7 2.0 0.3 -0.083
O -0.624 -0.249 0.590 0.8 0.7 -0.1 -0.134
C -1.742 -0.717 -0.085 -1.5 -1.9 1.4 -0.318
O -2.844 0.186 -0.142 0.8 -0.1 0.4 -0.041
H 0.164 1.859 0.736 -0.9 1.0 -0.1 0.069
H 1.700 1.306 1.135 -0.2 0.1 -1.5 0.115
H 1.361 2.011 -0.593 0.5 0.6 0.0 0.084
H 1.527 -1.267 0.860 0.1 0.3 -0.5 0.093
H 1.124 -1.746 -0.806 0.1 -0.2 -0.4 0.070
H 2.447 -0.424 -0.507 -1.3 -1.5 0.2 0.118
H -1.483 -1.009 -1.053 0.7 -0.2 -1.9 0.089
H -2.145 -1.739 0.398 0.8 2.5 -0.5 0.167
H -2.461 1.067 -0.257 -0.1 -0.1 -0.1 0.084
```
Forces are in eV/Å.

The lowest unoccupied orbital energy comes out at 0.993 eV. The total energy is -324.82850 a.u. The multiplicity is 1. The value obtained for the gap between HOMO and LUMO is 10.5271 eV. As for the energy relative to the best compared isomer or geometry (same formula, charge and spin): 378.37 kJ/mol. The value obtained for the largest force on an atom is 3.579 eV/Å. The structure (SMILES) is CN(C)OCO. As for the charge: 0.



Record 2
Computed, not measured: a cluster of 9 separate species, C27H54O11 in total at a distorted geometry, with wB97M-V/def2-TZVPD.

Geometry as XYZ:
```
92
Properties=species:S:1:pos:R:3:forces:R:3:lowdin_charge:R:1
C -3.170 -2.307 1.802 -1.1 -0.8 -0.1 -0.058
O -1.911 -1.735 2.106 1.1 0.7 -0.7 0.000
C -1.217 -1.086 1.136 0.5 1.0 -1.9 -0.506
O -1.509 -0.915 -0.054 0.2 -0.7 2.9 0.097
O -0.067 -0.590 1.693 -1.6 -1.9 2.0 -0.026
C 0.796 0.238 0.997 -0.8 1.4 -2.2 -0.080
H -3.125 -3.248 1.254 0.6 0.3 -0.6 0.095
H -3.875 -1.630 1.320 0.4 0.2 -0.2 0.099
H -3.649 -2.653 2.718 0.4 0.6 0.4 0.091
H 1.585 0.716 1.578 -0.1 -1.0 0.5 0.097
H 0.203 1.084 0.652 0.0 0.2 -0.3 0.092
H 1.140 -0.256 0.088 0.4 0.0 0.2 0.100
C -0.374 -7.537 -3.977 0.4 -0.5 -0.6 -0.032
C -0.811 -7.491 -2.560 3.6 0.2 1.0 -0.529
C -2.220 -7.700 -2.328 -1.7 -0.2 1.8 -0.039
O 0.032 -7.318 -1.672 -1.6 -0.2 -0.9 0.053
H -0.871 -8.398 -4.424 -0.3 0.3 -0.5 0.083
H 0.694 -7.722 -4.092 0.0 0.3 0.3 0.085
H -0.638 -6.597 -4.462 -0.1 -0.2 -0.3 0.094
H -2.800 -6.899 -2.787 -0.2 -0.3 -0.2 0.100
H -2.390 -7.687 -1.251 -0.1 0.4 0.1 0.089
H -2.572 -8.698 -2.590 0.1 0.1 -0.7 0.096
C 9.826 1.135 6.108 -0.2 -0.1 -0.7 -0.028
C 8.683 0.144 5.829 -0.3 -2.1 -1.5 -0.452
C 7.315 0.502 6.384 0.2 0.2 0.1 -0.035
O 8.837 -0.874 5.136 0.1 2.2 1.5 0.036
H 10.528 0.762 6.854 -0.1 -0.2 0.0 0.084
H 9.506 2.137 6.397 -0.3 -0.2 0.3 0.072
H 10.364 1.280 5.172 0.2 -0.3 0.0 0.080
H 6.501 -0.222 6.394 0.7 -0.7 0.0 0.080
H 6.883 1.264 5.736 0.3 0.7 0.3 0.085
H 7.517 0.851 7.397 -0.5 0.4 0.0 0.078
C -5.199 3.791 -0.162 0.2 -0.7 0.2 -0.033
C -6.525 3.144 -0.510 -2.3 -0.9 1.1 -0.446
C -7.113 3.457 -1.915 0.4 -0.6 1.2 -0.025
O -7.154 2.420 0.287 1.8 1.7 -1.9 0.029
H -4.746 3.241 0.663 -0.1 0.1 0.1 0.079
H -5.316 4.830 0.146 -0.2 0.0 -0.1 0.086
H -4.493 3.747 -0.991 -0.1 0.1 -0.2 0.077
H -6.529 2.808 -2.567 0.1 0.4 -0.5 0.080
H -7.019 4.518 -2.145 0.3 -0.1 -0.2 0.076
H -8.155 3.148 -1.996 0.1 0.0 0.3 0.076
C 5.419 -4.212 -3.595 -0.4 -0.1 0.1 -0.025
C 5.506 -4.357 -5.087 0.5 -0.9 -0.1 -0.511
C 6.345 -5.515 -5.629 0.3 0.1 -0.3 -0.029
O 4.901 -3.654 -5.845 -0.4 0.6 -0.4 0.075
H 5.238 -5.194 -3.158 0.3 -0.1 0.1 0.083
H 4.568 -3.593 -3.311 0.2 0.2 -0.1 0.083
H 6.357 -3.799 -3.224 0.0 -0.1 0.2 0.089
H 6.606 -5.346 -6.674 -0.3 0.1 0.0 0.077
H 5.759 -6.432 -5.572 -0.1 0.0 0.1 0.083
H 7.296 -5.704 -5.131 -0.2 0.1 0.5 0.075
C -9.288 -7.693 3.422 -0.7 -0.3 -0.4 -0.019
C -10.001 -7.177 2.186 1.9 1.0 0.4 -0.534
C -11.411 -7.494 2.074 -2.1 0.1 -0.6 -0.042
O -9.420 -6.461 1.400 -0.1 -0.2 -0.1 0.068
H -9.965 -8.394 3.909 0.3 -0.1 0.3 0.071
H -9.158 -6.817 4.058 0.3 -0.2 0.1 0.091
H -8.351 -8.184 3.161 0.0 0.3 0.1 0.086
H -11.900 -6.881 1.317 0.3 -0.2 -0.3 0.090
H -11.996 -7.282 2.969 0.3 -0.3 0.4 0.092
H -11.510 -8.554 1.842 -0.2 -0.1 0.0 0.098
C 0.446 1.978 -6.080 0.5 0.9 1.0 -0.026
C 0.478 3.275 -5.206 1.1 -0.3 -0.9 -0.449
C -0.783 4.137 -5.374 1.5 0.2 1.3 -0.032
O 1.487 3.611 -4.580 -2.3 -0.6 -1.0 0.040
H -0.092 2.156 -7.011 0.2 0.1 0.0 0.072
H -0.077 1.174 -5.562 0.0 0.0 0.1 0.078
H 1.491 1.710 -6.233 -0.2 -0.3 -0.2 0.077
H -1.672 3.513 -5.282 0.0 0.3 -0.2 0.081
H -0.705 4.708 -6.299 -0.2 -0.4 -0.3 0.086
H -0.676 4.880 -4.584 -0.6 0.0 0.1 0.074
C 6.199 6.669 -0.229 -0.1 -0.2 1.0 -0.031
C 5.902 7.930 -0.917 1.5 2.2 -2.2 -0.508
C 4.532 8.531 -0.786 -0.7 0.2 0.2 -0.029
O 6.753 8.448 -1.642 -1.0 -0.5 0.9 0.048
H 5.973 5.876 -0.943 0.0 -0.3 0.3 0.101
H 5.583 6.638 0.670 -0.1 -0.6 -0.1 0.079
H 7.240 6.635 0.091 0.0 -0.1 -0.4 0.092
H 4.262 8.600 0.268 -0.2 -0.3 0.0 0.078
H 3.821 7.905 -1.325 -0.1 -0.4 0.3 0.089
H 4.341 9.520 -1.205 0.9 0.0 -0.2 0.083
C -0.596 4.879 5.039 -0.1 1.1 0.3 -0.022
C -1.001 6.383 5.013 -1.3 -1.0 0.5 -0.474
C -0.444 7.220 3.897 -0.4 0.7 0.1 -0.035
O -1.839 6.794 5.801 1.0 -0.2 -0.7 0.054
H -1.277 4.277 4.437 0.0 0.2 -0.3 0.080
H -0.733 4.510 6.055 0.3 0.1 0.0 0.077
H 0.425 4.782 4.668 0.0 -0.3 0.1 0.070
H -0.701 6.755 2.945 0.5 -0.2 -0.1 0.086
H 0.625 7.393 4.021 0.1 -0.3 -0.3 0.084
H -0.923 8.199 3.875 -0.1 0.0 0.3 0.080
```
Forces are in eV/Å.

The lowest unoccupied orbital energy comes out at 0.145 eV. The total energy is -1888.70680 a.u. The multiplicity is 1. The value obtained for the gap between HOMO and LUMO is 9.7051 eV. As for the energy relative to the best compared isomer or geometry (same formula, charge and spin): 0.00 kJ/mol. The value obtained for the largest force on an atom is 3.712 eV/Å. The structure (SMILES) is COC(=O)OC.CC(C)=O.CC(C)=O.CC(C)=O.CC(C)=O.CC(C)=O.CC(C)=O.CC(C)=O.CC(C)=O. As for the charge: 0.



Record 3
Computed, not measured: a cluster of 2 separate species, C3H10N2 in total at a distorted geometry, with wB97M-V/def2-TZVPD.

Geometry as XYZ:
```
15
Properties=species:S:1:pos:R:3:forces:R:3:lowdin_charge:R:1
C -2.490 -1.719 -0.333 1.0 -1.7 -1.2 -0.028
C -2.975 -0.744 -1.140 0.6 -0.8 -1.1 -0.349
N -3.994 0.114 -0.837 -2.8 -4.1 1.2 0.009
H -3.112 -2.599 0.076 1.0 2.3 1.0 0.086
H -1.387 -1.902 -0.556 -1.7 -1.0 -0.3 0.053
H -2.823 -0.881 -2.257 1.8 1.2 1.1 0.119
H -4.907 -0.306 -0.929 -0.3 0.5 0.2 0.086
H -3.942 1.047 -0.918 0.4 3.6 -0.8 0.024
C 3.742 1.340 0.538 2.4 1.2 -0.6 -0.220
N 3.748 0.374 1.596 -0.9 -2.2 -2.4 -0.074
H 4.371 2.241 0.881 -1.3 -1.0 -0.6 0.093
H 2.750 1.627 0.146 0.5 0.1 0.2 0.066
H 4.377 0.873 -0.261 -0.9 0.7 0.1 0.070
H 2.901 -0.172 1.513 0.1 -0.4 0.1 0.062
H 3.741 0.706 2.480 0.1 1.7 3.2 0.004
```
Forces are in eV/Å.

The lowest unoccupied orbital energy comes out at 0.636 eV. The total energy is -229.66100 a.u. The multiplicity is 1. The value obtained for the gap between HOMO and LUMO is 9.0783 eV. As for the energy relative to the best compared isomer or geometry (same formula, charge and spin): 389.24 kJ/mol. The value obtained for the largest force on an atom is 5.117 eV/Å. The structure (SMILES) is C=CN.CN. As for the charge: 0.



Record 4
Computed, not measured: a structure of composition C10H30B3F2N4O14Tl2 at a distorted geometry, with wB97M-V/def2-TZVPD.

Geometry as XYZ:
```
65
Properties=species:S:1:pos:R:3:forces:R:3:lowdin_charge:R:1
Tl -2.469 -0.920 -2.267 0.3 0.6 -1.4 1.194
Tl -3.311 -0.330 2.800 0.0 0.0 0.9 1.148
B -4.572 0.338 -0.059 -2.0 1.4 -0.5 -0.279
H -4.751 -0.295 -1.082 1.1 -0.2 -0.6 0.050
H -4.809 1.471 -0.341 -0.6 0.0 0.0 0.025
H -5.177 -0.035 0.920 0.5 0.3 0.9 0.031
H -3.384 0.103 0.201 2.1 -1.3 0.2 -0.037
B -2.981 -2.846 0.252 -0.3 0.7 1.0 -0.181
H -2.619 -2.603 1.391 -1.1 -0.1 1.0 0.037
H -3.745 -1.956 -0.041 0.8 0.9 -0.3 0.013
H -2.041 -2.857 -0.535 0.1 -0.5 -1.9 0.015
H -3.343 -3.996 0.326 1.3 -1.1 0.2 0.129
B -0.904 -0.184 0.145 -0.3 0.3 -1.8 -0.281
H -0.843 0.633 -0.750 0.8 0.1 -0.4 0.050
H -0.021 0.026 0.962 -0.2 0.8 1.0 0.103
H -1.903 -0.219 0.826 -0.9 -0.3 1.3 -0.060
H -0.856 -1.278 -0.397 -0.5 -0.8 -0.1 0.000
C 1.190 2.615 1.483 -0.3 0.3 0.5 -0.064
C 0.127 2.936 2.531 0.4 0.7 -0.8 -0.308
O 0.849 3.144 3.699 -0.8 -0.4 0.1 0.176
C 2.161 3.283 3.396 0.9 0.2 -0.3 -0.502
O 3.041 3.434 4.152 0.0 0.0 0.2 0.269
O 2.327 3.244 2.024 -0.3 -0.3 -0.2 0.116
F -0.770 1.915 2.637 -0.2 -0.5 0.4 0.018
H 0.868 3.010 0.523 0.6 -0.1 -0.2 0.143
H 1.363 1.526 1.478 -0.2 -0.2 -0.3 0.118
H -0.413 3.838 2.229 -0.3 -0.1 0.4 0.179
C 2.474 1.108 -5.396 0.5 0.1 0.0 -0.001
C 3.086 0.593 -4.091 -0.7 0.1 0.2 -0.255
O 1.913 0.239 -3.319 0.3 -0.8 0.1 0.129
C 0.802 0.497 -4.003 -0.1 2.3 0.0 -0.546
O -0.306 0.568 -3.513 -0.2 -1.3 0.2 0.033
O 1.062 0.980 -5.211 -0.2 -0.8 0.0 0.121
F 3.710 1.559 -3.393 0.1 0.0 -0.1 0.094
H 2.832 0.521 -6.240 -0.3 0.1 -0.1 0.153
H 2.658 2.170 -5.547 0.3 -0.1 0.0 0.158
H 3.722 -0.283 -4.173 0.1 0.1 0.0 0.173
C 1.210 -2.375 4.684 -0.7 -0.6 0.4 0.087
N 0.761 -1.697 3.444 0.7 0.4 0.1 -0.404
O -0.347 -1.958 2.998 -0.1 0.1 -0.1 -0.014
O 1.519 -0.871 2.971 -0.5 -0.3 -0.3 0.087
H 2.283 -2.318 4.800 0.0 0.3 -0.1 0.115
H 0.857 -3.405 4.661 0.1 0.0 -0.2 0.114
H 0.646 -1.899 5.487 0.3 0.2 0.1 0.124
C 0.221 -4.451 -0.151 -0.1 0.9 0.9 0.102
N 0.655 -3.328 -1.021 0.7 -0.3 -1.0 -0.376
O 1.779 -2.905 -0.917 -0.5 -0.1 0.2 0.147
O -0.122 -2.878 -1.874 -0.6 0.0 0.6 0.030
H -0.108 -3.916 0.753 0.1 -0.2 0.1 0.107
H 1.113 -5.019 0.086 -0.1 -0.3 -0.2 0.128
H -0.650 -4.963 -0.538 0.3 -0.2 -0.5 0.115
C -3.702 4.014 -0.969 1.1 1.0 0.2 0.101
N -2.530 3.079 -0.916 -0.5 -0.8 0.3 -0.373
O -2.516 2.112 -1.680 -0.1 0.1 0.1 0.014
O -1.683 3.249 -0.071 0.0 0.1 -0.1 0.107
H -3.321 4.888 -0.444 -0.3 0.1 -0.1 0.115
H -4.536 3.612 -0.403 0.0 -0.4 -0.2 0.099
H -3.902 4.256 -2.007 -0.3 -0.3 0.0 0.123
C 3.472 -0.476 0.334 -0.3 -0.2 0.3 0.058
N 4.444 -1.014 -0.635 0.9 -0.4 0.7 -0.395
O 4.676 -2.213 -0.571 -0.4 -0.1 -0.3 0.160
O 5.073 -0.282 -1.357 -0.4 0.2 -0.3 0.172
H 3.654 0.588 0.447 -0.2 0.1 -0.2 0.115
H 3.604 -1.003 1.278 0.4 0.1 0.0 0.106
H 2.484 -0.776 -0.008 0.0 0.4 -0.3 0.074
```
Forces are in eV/Å.

The lowest unoccupied orbital energy comes out at -15.907 eV. The total energy is -2288.64558 a.u. The multiplicity is 1. The value obtained for the gap between HOMO and LUMO is 2.1445 eV. The value obtained for the largest force on an atom is 2.540 eV/Å. As for the charge: +3.



Record 5
Computed, not measured: a structure of composition C43H35Br2IN6OS2SbSn at a distorted geometry, with wB97M-V/def2-TZVPD.

Geometry as XYZ:
```
92
Properties=species:S:1:pos:R:3:forces:R:3:lowdin_charge:R:1
Sn 0.164 0.311 -0.094 0.2 -0.4 -0.9 0.870
Br 0.807 -7.393 -11.176 0.0 0.0 0.1 0.750
C 0.386 -6.197 -9.771 0.0 -0.1 -0.1 -0.690
C -0.696 -5.345 -9.904 0.0 0.0 0.0 -0.121
C -0.988 -4.461 -8.877 0.0 0.1 0.1 -0.018
C -0.200 -4.423 -7.732 0.1 -0.3 -0.3 -0.250
C 0.881 -5.300 -7.612 -0.1 0.1 0.1 -0.021
C 1.175 -6.188 -8.628 0.0 0.0 0.0 -0.122
N -0.584 -3.480 -6.747 -0.4 0.1 -0.4 0.068
N 0.211 -3.336 -5.817 0.5 -0.3 0.3 0.065
C -0.165 -2.394 -4.846 -0.1 0.6 0.4 -0.205
C -1.222 -1.511 -4.970 0.2 -0.3 -0.1 0.005
C -1.512 -0.558 -3.992 0.0 0.1 0.2 0.017
C -0.765 -0.475 -2.829 -0.1 -0.1 -0.2 -0.364
O -1.011 0.395 -1.876 0.1 -0.1 0.6 -0.314
C 0.335 -1.375 -2.687 0.0 -0.1 -0.1 -0.161
N 1.064 -1.275 -1.543 0.0 0.1 0.3 -0.050
C 2.099 -2.064 -1.347 0.0 0.1 0.0 -0.115
C 2.507 -3.001 -2.305 0.0 -0.1 -0.1 -0.029
C 1.789 -3.128 -3.466 0.0 0.0 0.1 0.028
C 0.654 -2.316 -3.685 0.0 0.0 -0.1 -0.082
H -1.304 -5.375 -10.798 0.0 0.0 0.0 0.104
H -1.823 -3.776 -8.957 0.0 0.0 0.0 0.115
H 1.478 -5.273 -6.711 0.0 0.0 0.0 0.099
H 2.009 -6.871 -8.541 0.0 0.0 0.0 0.102
H -1.822 -1.573 -5.868 0.0 0.1 0.0 0.111
H -2.335 0.133 -4.124 0.0 0.0 0.0 0.123
H 2.619 -1.945 -0.403 0.0 0.0 0.0 0.088
H 3.382 -3.610 -2.120 0.0 0.0 0.0 0.110
H 2.067 -3.836 -4.234 0.0 0.0 0.1 0.112
C 6.045 -0.725 0.891 -0.1 -0.1 0.1 -0.090
C 5.066 -1.416 1.852 0.1 0.2 -0.1 -0.242
C 3.906 -0.539 2.191 -0.1 0.2 0.2 -0.598
N 2.695 -0.712 1.800 0.0 -0.1 0.0 -0.003
N 1.818 0.243 2.254 -0.1 -0.1 0.2 -0.118
C 2.395 1.158 2.977 0.1 0.0 0.1 -0.711
N 1.720 2.178 3.563 -0.1 -0.1 0.0 0.107
S 4.098 0.897 3.185 -0.1 -0.1 -0.1 1.110
H 6.904 -1.368 0.696 0.0 0.0 0.0 0.079
H 6.412 0.209 1.316 0.0 0.0 -0.1 0.068
H 5.557 -0.506 -0.060 0.0 0.0 0.0 0.078
H 5.585 -1.679 2.776 0.0 -0.1 0.0 0.111
H 4.678 -2.332 1.408 -0.1 0.0 0.1 0.109
H 0.780 2.368 3.238 0.1 0.0 0.0 0.007
H 2.226 2.961 3.935 0.0 0.0 0.0 0.094
Br -0.832 4.675 3.944 0.0 0.1 0.0 0.769
C -2.606 4.603 3.289 0.0 0.0 -0.2 -0.736
C -3.577 5.308 3.986 0.0 0.1 0.0 -0.140
C -4.891 5.296 3.544 0.0 0.0 0.0 -0.065
C -5.236 4.582 2.406 0.0 0.0 0.0 -0.071
C -4.268 3.865 1.718 -0.1 0.0 0.0 -0.159
C -2.953 3.874 2.159 0.4 -0.2 -0.2 -0.691
I -1.542 2.708 1.079 -0.5 0.8 0.5 0.947
H -3.299 5.860 4.874 0.0 0.0 0.0 0.108
H -5.644 5.847 4.093 0.0 0.0 0.0 0.114
H -6.258 4.576 2.050 0.0 0.0 0.0 0.113
H -4.536 3.295 0.838 0.0 0.0 0.0 0.102
S -1.144 -1.696 0.941 0.1 -0.1 0.0 0.065
Sb -0.923 -1.715 3.250 -0.2 0.0 0.1 1.342
C -2.225 -3.274 3.829 0.0 0.1 -0.1 -0.350
C -2.071 -4.524 3.235 -0.1 0.0 0.0 -0.129
C -2.842 -5.591 3.672 0.0 0.0 0.0 -0.068
C -3.766 -5.406 4.694 0.0 0.0 0.0 -0.067
C -3.931 -4.154 5.269 0.0 0.0 0.0 -0.070
C -3.160 -3.083 4.840 0.1 0.1 0.0 -0.111
C -1.786 0.020 4.097 0.2 -0.2 -0.1 -0.364
C -2.997 0.393 3.518 0.0 0.0 0.0 -0.164
C -3.702 1.467 4.039 -0.1 -0.1 0.1 -0.078
C -3.202 2.157 5.137 0.0 -0.1 0.1 -0.078
C -1.989 1.788 5.702 0.0 0.0 0.0 -0.087
C -1.271 0.719 5.182 0.0 0.0 0.0 -0.113
C 0.899 -2.447 4.044 -0.1 0.3 -0.2 -0.350
C 1.409 -3.589 3.436 0.0 0.1 0.0 -0.129
C 2.534 -4.201 3.968 0.0 0.0 0.0 -0.066
C 3.155 -3.659 5.087 0.0 0.0 0.0 -0.068
C 2.653 -2.508 5.676 0.0 0.1 0.0 -0.069
C 1.520 -1.893 5.157 0.0 -0.1 -0.1 -0.112
H -1.370 -4.665 2.421 0.0 0.0 0.0 0.088
H -2.722 -6.566 3.218 0.0 0.0 0.0 0.111
H -4.365 -6.240 5.036 0.0 0.0 0.0 0.111
H -4.659 -4.012 6.058 0.0 0.0 0.0 0.110
H -3.294 -2.105 5.289 0.0 0.0 0.0 0.097
H -3.385 -0.149 2.662 0.0 0.0 0.0 0.099
H -4.640 1.763 3.589 0.0 0.0 0.1 0.114
H -3.762 2.985 5.553 0.0 0.0 0.0 0.112
H -1.596 2.331 6.552 0.0 0.0 0.0 0.112
H -0.323 0.450 5.628 -0.1 0.0 0.0 0.083
H 0.948 -3.985 2.538 0.0 0.0 0.0 0.093
H 2.926 -5.102 3.512 0.0 0.0 0.0 0.112
H 4.033 -4.142 5.500 0.0 0.0 0.0 0.111
H 3.143 -2.077 6.541 0.0 0.0 0.0 0.112
H 1.141 -0.992 5.619 0.0 0.0 0.0 0.083
```
Forces are in eV/Å.

The lowest unoccupied orbital energy comes out at -2.568 eV. The total energy is -8759.83123 a.u. The multiplicity is 1. The value obtained for the gap between HOMO and LUMO is 6.8977 eV. As for the energy relative to the best compared isomer or geometry (same formula, charge and spin): 107.93 kJ/mol. The value obtained for the largest force on an atom is 1.022 eV/Å. As for the charge: +1.